48
Properties=species:S:1:pos:R:3 method="wB97M-V/def2-TZVPD" gap_ev=7.5 smiles="CC[C@H](C(=O)NCc1ccco1)n1nc(-c2ccc(OC)cc2)ccc1=O" e_homo_ha=-0.2908
C 3.065 -0.232 -1.560
C 2.332 0.204 -0.427
C 1.259 1.545 -0.814
C 0.611 1.839 0.513
O -0.334 1.455 0.819
N 1.313 2.964 1.013
C 1.016 3.369 2.285
C 1.744 3.476 3.419
C 2.779 4.293 3.962
C 3.625 3.658 4.967
C 3.128 2.333 4.606
O 2.156 2.312 3.980
N 0.453 0.778 -1.683
N -0.092 -0.338 -1.333
C -1.184 -0.833 -2.123
C -1.779 -2.023 -1.756
C -1.688 -2.342 -0.275
C -2.156 -3.786 0.249
C -2.843 -4.465 -0.587
O -3.094 -5.917 -0.216
C -3.277 -6.192 1.017
C -2.735 -4.200 -2.025
C -2.405 -2.882 -2.318
C -1.666 -0.164 -2.999
C -0.981 1.048 -3.430
C 0.045 1.651 -2.945
O 0.457 2.668 -2.880
H 3.641 0.480 -2.072
H 3.807 -1.170 -1.232
H 2.426 -0.674 -2.497
H 3.118 0.629 0.210
H 1.757 -0.483 0.005
H 1.976 2.127 -1.342
H 2.069 3.166 0.802
H 0.551 4.438 2.077
H -0.073 2.919 2.514
H 2.880 5.362 3.822
H 4.431 4.118 5.304
H 3.710 1.499 5.153
H -1.151 -1.817 0.500
H -2.152 -3.821 1.232
H -3.781 -5.338 1.510
H -3.721 -7.210 1.196
H -2.259 -6.074 1.413
H -3.419 -4.792 -2.583
H -2.438 -2.803 -3.426
H -2.562 -0.404 -3.741
H -1.345 1.602 -4.416

---

83
Properties=species:S:1:pos:R:3 method="wB97M-V/def2-TZVPD" gap_ev=3.9 total_charge=+1 e_homo_ha=-0.3147
C -0.487 -6.772 1.689
O -1.001 -6.176 0.478
C -1.782 -5.067 0.582
C -2.427 -4.643 -0.600
C -3.029 -3.387 -0.647
C -2.945 -2.540 0.463
N -3.514 -1.252 0.383
C -3.009 -0.090 0.915
C -1.643 0.168 1.383
C -1.220 1.535 1.372
C -0.042 1.965 2.100
C 0.064 3.370 2.633
C 0.526 3.588 3.936
C 0.627 4.898 4.415
C 0.286 5.974 3.577
C -0.131 5.746 2.258
C -0.259 4.433 1.785
O -0.916 -0.793 1.767
N -3.982 0.841 0.812
C -3.980 2.190 1.342
C -5.069 0.315 0.114
C -4.773 -0.970 -0.171
C -2.414 -3.005 1.662
C -1.869 -4.285 1.752
H -0.093 -7.734 1.367
H 0.326 -6.169 2.116
H -1.270 -6.929 2.445
H -2.415 -5.287 -1.473
H -3.511 -3.045 -1.560
H -1.549 2.172 0.551
H 0.240 1.190 2.814
H 0.779 2.743 4.574
H 0.989 5.083 5.430
H 0.377 7.004 3.947
H -0.353 6.583 1.589
H -0.641 4.248 0.775
H -4.997 2.446 1.653
H -3.321 2.265 2.209
H -3.660 2.919 0.589
H -5.937 0.911 -0.122
H -5.351 -1.725 -0.682
H -2.414 -2.382 2.550
H -1.455 -4.639 2.692
C 1.267 -2.884 0.250
C 2.498 -2.226 -0.358
C 3.415 -1.918 0.823
C 3.166 -3.121 -1.396
N 2.189 -0.939 -1.026
P 3.446 0.086 -1.566
H 0.645 1.988 1.305
N 2.203 1.246 -1.810
C 2.490 2.667 -2.108
C 3.110 2.733 -3.499
C 3.449 3.200 -1.047
C 1.248 3.553 -2.017
C 1.037 0.596 -2.288
C 1.020 -0.730 -1.804
C 0.273 -1.709 -2.455
C -0.413 -1.366 -3.631
C -0.389 -0.057 -4.113
C 0.311 0.946 -3.423
H 0.543 -3.231 -0.485
H 1.589 -3.771 0.812
H 0.757 -2.209 0.944
H 4.328 -1.368 0.568
H 2.874 -1.336 1.581
H 3.697 -2.868 1.295
H 3.988 -2.601 -1.905
H 3.553 -4.031 -0.926
H 2.433 -3.397 -2.160
H 2.364 2.451 -4.247
H 3.447 3.756 -3.709
H 3.961 2.045 -3.586
H 2.957 3.247 -0.066
H 4.374 2.625 -0.936
H 3.710 4.235 -1.309
H 0.845 3.578 -0.996
H 1.553 4.576 -2.280
H 0.446 3.278 -2.700
H 0.311 -2.745 -2.132
H -0.934 -2.158 -4.174
H -0.887 0.210 -5.047
H 0.375 1.949 -3.839

---

71
Properties=species:S:1:pos:R:3 method="wB97M-V/def2-TZVPD" gap_ev=6.7 total_charge=+3 e_homo_ha=-0.6274
Lu 0.662 -0.514 -0.235
P 2.927 0.392 -1.216
P -0.761 -0.683 -2.682
P 1.294 -0.647 2.487
H -2.630 -3.206 -0.165
C -2.547 -2.778 0.831
C -2.989 -1.526 1.107
H -3.350 -0.858 0.324
C 4.149 -0.893 -1.612
C 2.745 1.444 -2.701
C 3.691 1.459 0.075
C -2.508 -1.306 -2.846
C -0.931 0.902 -3.628
C 0.107 -1.747 -3.894
C 0.117 -1.291 3.755
C 1.708 0.990 3.211
C 2.773 -1.634 2.846
H -1.989 -3.323 1.592
H -2.935 -1.119 2.120
H 5.049 -0.442 -2.043
H 3.738 -1.625 -2.321
H 4.420 -1.471 -0.717
H 3.720 1.781 -3.077
H 2.126 2.326 -2.482
H 2.224 0.893 -3.500
H 4.610 1.947 -0.280
H 3.923 0.873 0.976
H 2.980 2.236 0.388
H -2.640 -1.821 -3.813
H -3.191 -0.444 -2.788
H -2.727 -1.998 -2.018
H -1.261 0.709 -4.657
H 0.032 1.420 -3.648
H -1.664 1.548 -3.132
H -0.553 -1.881 -4.757
H 0.344 -2.721 -3.455
H 1.044 -1.278 -4.210
H 0.669 -1.714 4.609
H -0.509 -2.070 3.299
H -0.527 -0.474 4.106
H 2.113 0.866 4.227
H 0.805 1.611 3.257
H 2.448 1.504 2.584
H 2.835 -1.762 3.932
H 3.671 -1.129 2.475
H 2.706 -2.615 2.359
C 0.947 -5.029 -0.204
C -0.360 -5.474 -0.035
C -0.643 -6.853 0.044
C 0.377 -7.798 -0.055
C 1.688 -7.352 -0.244
C 1.963 -5.977 -0.320
Se 1.516 -2.986 -0.194
H 0.275 -2.205 -1.136
H -1.181 -4.762 0.067
H -1.675 -7.185 0.183
H 0.157 -8.877 -0.008
H 2.493 -8.061 -0.339
H 2.982 -5.642 -0.442
N -2.761 6.249 1.079
C -2.309 5.175 0.959
C -1.712 3.881 0.774
C -0.882 3.656 -0.321
C -0.302 2.410 -0.497
N -0.513 1.409 0.389
C -1.351 1.592 1.454
C -1.945 2.835 1.679
H -0.683 4.447 -1.020
H 0.320 2.203 -1.373
H -1.555 0.718 2.104
H -2.576 2.987 2.558

---

97
Properties=species:S:1:pos:R:3 method="wB97M-V/def2-TZVPD" gap_ev="4.7 / 4.7" total_charge=+1 e_homo_ha="-0.3759 / -0.3760"
Ga 0.826 -0.904 1.194
C -2.644 -1.729 2.019
C -2.276 -2.868 1.206
C -0.401 -2.187 2.368
C -1.546 -1.334 2.772
C -0.945 -3.191 1.423
C -4.026 -1.181 2.157
H -4.589 -1.217 1.217
H -3.989 -0.136 2.479
H -4.617 -1.731 2.907
C -1.486 -0.303 3.843
H -2.209 0.535 3.715
H -0.493 0.195 3.885
H -1.629 -0.731 4.866
C 0.843 -2.414 3.221
H 0.621 -3.265 3.889
H 1.092 -1.514 3.841
H 1.746 -2.636 2.589
C -0.195 -4.354 0.910
H -0.348 -5.226 1.568
H 0.880 -4.140 0.906
H -0.494 -4.652 -0.107
C -3.204 -3.664 0.358
H -3.381 -4.652 0.809
H -2.791 -3.843 -0.644
H -4.181 -3.179 0.246
C -2.008 1.330 -1.374
C -3.096 0.537 -1.414
C -3.309 -0.767 -2.121
C -2.122 -1.272 -3.038
C -0.953 -1.777 -2.300
C 0.121 -1.028 -1.977
C 0.365 0.465 -2.136
C -0.823 1.435 -2.278
H -4.148 -0.698 -2.843
H -1.762 -0.450 -3.701
H -3.528 -1.545 -1.322
H -1.123 1.546 -3.339
H -1.999 2.112 -0.588
H -3.929 0.819 -0.738
H -0.368 2.401 -1.984
H 0.902 0.728 -1.164
H 1.038 -1.594 -1.685
H 1.029 0.729 -3.020
H -2.531 -2.106 -3.609
H -0.931 -2.844 -1.997
P -1.210 0.566 -5.386
C -1.365 2.362 -5.733
C -2.441 0.085 -6.665
P 1.026 -1.276 -6.064
C 0.239 0.345 -6.464
C 0.454 -2.130 -7.612
C 2.581 -0.853 -6.964
H -0.511 2.908 -5.322
H -2.295 2.759 -5.316
H -1.372 2.447 -6.827
H -2.246 0.730 -7.517
H -3.444 0.278 -6.298
H -2.363 -0.955 -6.962
H 2.327 -0.555 -7.989
H 3.197 -1.757 -6.973
H 3.117 -0.042 -6.468
H 0.941 1.176 -6.306
H -0.129 0.356 -7.506
H 1.028 -3.053 -7.673
H 0.698 -1.503 -8.469
H -0.603 -2.375 -7.632
O -0.920 3.108 1.709
C 0.151 2.620 2.045
N 1.235 3.216 2.722
C 2.052 2.203 3.373
C 1.839 1.088 2.375
O 2.614 0.124 2.064
N 0.636 1.261 1.767
C 3.488 2.630 3.635
C 4.518 1.722 3.477
C 5.779 2.004 3.994
C 5.994 3.243 4.612
C 4.955 4.183 4.720
C 3.696 3.877 4.214
C 1.395 1.688 4.654
C 1.878 0.491 5.197
C 1.280 -0.017 6.346
C 0.207 0.654 6.936
C -0.242 1.858 6.408
C 0.372 2.401 5.279
H 1.065 4.129 3.142
H 4.355 0.779 2.987
H 6.574 1.261 3.915
H 6.988 3.488 5.013
H 5.104 5.150 5.199
H 2.871 4.567 4.322
H 2.711 -0.022 4.699
H 1.660 -0.942 6.772
H -0.249 0.257 7.840
H -1.056 2.417 6.865
H 0.029 3.347 4.858